DFT (ωB97M-V/def2-TZVPD) results for a 2-piece molecular cluster, CH4N2P2 overall at a distorted geometry.

As for the total energy: -832.517139 Ha. The largest force on an atom is 0.0222 hartree/bohr. Its HOMO-LUMO gap (spin up / spin down) is 7.42 / 8.65 eV. For the relative energy (zero: lowest compared OMol25 entry of this formula, charge and spin), the calculation gives 105.24 kcal per mole. For the molecular weight, the calculation gives 106.0 g mol⁻¹.

```
9
Properties=species:S:1:pos:R:3:mulliken_charge:R:1
C 0.040 -0.489 -0.016 0.306
N 0.886 0.531 -0.517 -0.511
N -0.882 -0.428 1.062 -0.381
P 1.802 -0.904 -0.079 -0.018
P -1.651 -0.979 -0.373 0.051
H 0.780 0.716 -1.510 0.278
H -1.067 0.455 1.523 0.294
H 2.076 -0.405 1.207 0.040
H -1.983 1.503 -1.297 -0.061
```